Molecular formula: C25H14FNO15Pt
Method: DFT, the ωB97M-V functional and the def2-TZVPD basis

Each line ends with the natural charge from an NBO analysis.
Atoms and positions in Å:
Pt  -0.255  -0.814  -0.271  1.4075
C  -2.325  -0.116  3.184  -0.5321
C  -3.072  0.754  4.054  0.4527
C  -2.295  1.870  4.880  0.3916
O  -3.005  2.699  5.474  -0.7185
C  -0.904  1.986  4.647  -0.5522
C  -0.216  1.135  3.749  0.3836
C  -0.962  0.065  2.984  0.4832
O  -0.448  -0.586  1.984  -0.8402
O  0.992  1.303  3.556  -0.6241
O  -4.299  0.795  4.126  -0.6470
H  -2.932  -0.826  2.633  0.1812
H  -0.405  2.726  5.259  0.1806
C  5.339  0.222  1.330  -0.5569
C  6.072  -0.893  0.882  0.3849
C  5.378  -1.854  -0.135  0.4369
O  6.067  -2.749  -0.667  -0.7166
C  3.989  -1.695  -0.391  -0.5518
C  3.271  -0.605  0.145  0.4437
C  3.993  0.479  0.936  0.4125
O  3.440  1.524  1.240  -0.5936
O  2.026  -0.573  -0.128  -0.7777
O  7.268  -1.124  1.171  -0.7473
H  5.941  1.007  1.772  0.1800
H  3.514  -2.441  -1.015  0.1756
C  -4.149  1.203  -0.239  -0.4919
C  -4.539  2.479  0.265  0.4252
C  -3.369  3.502  0.570  0.4372
O  -3.672  4.429  1.294  -0.6100
C  -2.024  3.167  0.194  -0.4984
C  -1.712  1.911  -0.286  0.3725
C  -2.827  0.917  -0.538  0.3978
O  -2.527  -0.302  -0.806  -0.7882
O  -0.497  1.532  -0.417  -0.7014
O  -5.630  2.738  0.763  -0.6314
H  -4.876  0.441  -0.493  0.1787
H  -1.300  3.956  0.342  0.2057
C  1.808  0.420  -5.262  -0.1381
C  0.424  0.944  -5.615  0.4380
O  -0.325  0.715  -4.503  -0.4768
C  0.343  -0.102  -3.618  0.9942
O  -0.073  -0.430  -2.578  -0.5110
O  1.563  -0.407  -4.112  -0.4685
F  -0.091  0.283  -6.724  -0.3751
H  2.477  1.175  -4.842  0.2109
H  2.338  -0.152  -6.017  0.2019
H  0.516  1.983  -5.932  0.1499
N  -1.953  -3.266  -0.152  -0.5075
C  -1.297  -3.251  -1.369  -0.1123
C  0.048  -3.270  -1.080  -0.3341
C  0.236  -3.316  0.318  -0.3450
C  -1.037  -3.272  0.868  -0.0417
H  -2.945  -3.161  -0.056  0.4202
H  -1.801  -3.319  -2.315  0.2030
H  0.857  -3.290  -1.795  0.2327
H  1.182  -3.300  0.831  0.2676
H  -1.320  -3.247  1.905  0.2400

## Properties
* LUMO (spin up / spin down): 6.54 / 6.54 eV
* multiplicity: 3
* DFT total energy: -64306.721 eV
* HOMO-LUMO gap (spin up / spin down): 3.0 / 3.0 eV
* HOMO (spin up / spin down): 3.59 / 3.59 eV
* net charge: -4

***

Molecular formula: C35H38N2O3P2W
Method: DFT, the ωB97M-V functional and the def2-TZVPD basis

Each line ends with the Löwdin charge.
Atoms and positions in Å:
C  5.557  0.671  -1.390  0.0174
C  4.291  0.900  -1.934  -0.2206
C  3.709  -0.116  -2.732  -0.1776
C  4.318  -1.396  -2.866  -0.1475
C  5.631  -1.562  -2.339  0.0192
C  6.226  -0.545  -1.615  -0.0247
C  3.531  -2.466  -3.343  0.0721
C  2.350  -2.220  -4.063  -0.1651
C  1.712  -0.956  -3.872  -0.2597
C  0.439  -0.672  -4.435  -0.2211
C  -0.223  -1.699  -5.115  0.0137
C  0.394  -2.946  -5.321  -0.0184
C  1.663  -3.202  -4.835  0.0268
H  6.010  1.445  -0.770  0.1359
H  6.132  -2.512  -2.520  0.1330
H  7.218  -0.686  -1.186  0.1269
H  4.004  -3.444  -3.443  0.1531
H  -1.233  -1.521  -5.488  0.1351
H  -0.146  -3.716  -5.873  0.1283
H  2.169  -4.152  -5.016  0.1350
N  2.379  0.078  -3.155  -0.0729
W  1.218  -0.327  -1.557  0.9800
C  3.405  2.053  -1.526  -0.2585
H  2.908  2.513  -2.395  0.0994
H  3.982  2.820  -0.996  0.1062
C  -0.219  0.625  -4.045  -0.2612
H  0.454  1.489  -4.151  0.1023
H  -1.132  0.800  -4.631  0.1078
P  2.069  1.487  -0.352  0.7725
P  -0.802  0.543  -2.285  0.7510
C  -2.241  -0.554  -2.281  -0.2112
H  -2.619  -0.637  -1.254  0.0279
H  -3.040  -0.153  -2.923  0.0716
H  -1.976  -1.558  -2.632  0.0594
C  -1.498  2.177  -1.943  -0.2121
H  -2.433  2.323  -2.503  0.0715
H  -1.709  2.239  -0.868  0.0360
H  -0.792  2.968  -2.218  0.0482
C  2.926  1.008  1.171  -0.2014
H  3.399  1.889  1.629  0.0715
H  2.184  0.584  1.864  0.0372
H  3.693  0.255  0.953  0.0549
C  1.249  3.050  0.084  -0.2104
H  0.381  2.837  0.721  0.0382
H  1.952  3.698  0.629  0.0712
H  0.905  3.574  -0.815  0.0452
C  0.238  -1.396  -0.135  -0.2887
O  -0.362  -2.071  0.615  0.0894
H  2.126  -1.986  -1.714  0.0771
C  -2.476  -3.665  3.137  -0.0307
C  -3.079  -2.456  2.479  -0.2129
C  -3.703  -2.608  1.243  -0.0097
C  -4.233  -1.506  0.567  -0.0704
C  -4.151  -0.249  1.151  -0.0120
C  -3.542  -0.084  2.404  -0.1793
N  -3.622  1.192  2.959  0.2002
C  -2.697  1.909  3.711  -0.1849
C  -3.152  2.826  4.674  0.0165
C  -2.251  3.386  5.576  -0.0401
C  -0.885  3.077  5.493  -0.0219
C  -0.419  2.249  4.469  0.0098
C  -1.315  1.707  3.548  -0.0725
C  -0.806  0.917  2.355  -0.6466
O  0.065  0.052  2.612  -0.0239
O  -1.298  1.245  1.233  -0.0631
C  -3.014  -1.198  3.097  -0.1175
C  -2.390  -1.053  4.449  0.0018
H  -1.386  -3.567  3.222  0.0999
H  -2.886  -3.828  4.141  0.0908
H  -2.686  -4.558  2.539  0.0851
H  -3.759  -3.605  0.804  0.1261
H  -4.702  -1.626  -0.409  0.1142
H  -4.537  0.638  0.644  0.1273
H  -4.453  1.720  2.717  0.1725
H  -4.220  3.053  4.719  0.1286
H  -2.614  4.062  6.351  0.1203
H  -0.177  3.493  6.212  0.1223
H  0.639  2.001  4.363  0.1280
H  -1.317  -0.839  4.344  0.0953
H  -2.843  -0.243  5.027  0.0952
H  -2.486  -1.972  5.034  0.0874

## Properties
* LUMO (spin up / spin down): -7.35 / -7.47 eV
* multiplicity: 3
* DFT total energy: -66421.511 eV
* HOMO-LUMO gap (spin up / spin down): 5.7 / 5.6 eV
* HOMO (spin up / spin down): -13.04 / -13.11 eV
* net charge: +2

***

Molecular formula: C5H7ClN2O2S
Method: DFT, the ωB97M-V functional and the def2-TZVPD basis

Each line ends with the natural charge from an NBO analysis.
Atoms and positions in Å:
C  1.420  0.304  1.348  -0.3953
C  1.910  -0.739  0.662  -0.1768
C  1.522  -1.078  -0.736  -0.2483
C  0.216  -1.221  -1.158  -0.0233
N  -0.653  -1.349  -0.103  -0.4441
C  -1.011  -0.451  0.709  -0.0228
Cl  -1.782  -0.790  2.141  0.0997
S  -1.586  1.223  0.169  2.2256
N  -3.017  0.543  -0.291  -1.0741
O  -1.870  2.211  1.224  -0.8871
O  -0.793  1.574  -0.949  -0.9193
H  1.720  0.327  2.375  0.2063
H  1.087  1.145  0.896  0.2056
H  2.454  -1.497  1.107  0.2023
H  2.364  -1.162  -1.401  0.2207
H  -0.014  -1.718  -2.086  0.2241
H  -2.911  -0.224  -0.839  0.3875
H  -3.815  1.071  -0.655  0.4192

## Properties
* LUMO: -0.13 eV
* ΔE to the lowest compared entry with this formula, charge and spin: 2.131 eV
* DFT total energy: -35727.277 eV
* HOMO-LUMO gap: 8.7 eV
* HOMO: -8.85 eV
* net charge: 0

***

Molecular formula: C5H12NP
Method: DFT, the ωB97M-V functional and the def2-TZVPD basis

Each line ends with the natural charge from an NBO analysis.
Atoms and positions in Å:
C  -3.841  -0.339  0.643  0.0748
N  -3.372  -0.434  -0.495  -0.3157
C  -3.616  0.969  -0.055  -0.3472
H  -4.278  -0.764  1.497  0.2145
H  -4.531  1.402  -0.374  0.1925
H  -2.719  1.428  0.309  0.1898
C  2.973  -0.041  0.817  -0.6138
C  2.514  0.192  -0.637  -0.3931
C  1.030  0.298  -0.421  -0.6195
P  0.247  -1.400  -0.145  0.2281
H  3.996  0.036  0.956  0.2036
H  2.490  0.486  1.612  0.1992
H  2.805  -1.011  1.141  0.2115
H  2.853  1.076  -0.973  0.1983
H  2.737  -0.563  -1.243  0.1960
H  0.873  0.782  0.443  0.2005
H  0.571  0.733  -1.305  0.2127
H  -1.197  -0.964  -0.395  0.0129
H  0.467  -1.887  -1.375  -0.0452

## Properties
* LUMO: 1.05 eV
* ΔE to the lowest compared entry with this formula, charge and spin: 4.109 eV
* DFT total energy: -16153.922 eV
* HOMO-LUMO gap: 9.9 eV
* HOMO: -8.83 eV
* net charge: 0